1.
DFT (ωB97M-V/def2-TZVPD) results for a molecular structure, C18H15Co2N2O6 in a non-equilibrium geometry.

Last column: Löwdin charge in e.
Element x y z (Å)
C 6.720 -1.378 -0.730  -0.160
C 6.383 -2.181 0.537  -0.158
C 4.956 -1.778 0.950  -0.163
N 4.464 -0.930 -0.116  -0.131
C 3.158 -0.493 -0.170  -0.238
C 2.534 0.098 0.956  -0.005
C 1.198 0.488 0.860  -0.125
N 0.456 0.239 -0.222  0.021
C 1.017 -0.331 -1.292  -0.138
C 2.376 -0.652 -1.344  -0.001
C 5.417 -0.704 -1.189  -0.162
H 7.459 -0.604 -0.504  0.102
H 7.118 -2.017 -1.521  0.102
H 6.408 -3.255 0.323  0.103
H 7.082 -1.971 1.350  0.102
H 4.315 -2.671 1.063  0.122
H 4.941 -1.236 1.910  0.107
H 3.085 0.284 1.873  0.100
H 0.701 1.008 1.680  0.112
H 0.357 -0.535 -2.141  0.109
H 2.780 -1.095 -2.254  0.098
H 5.560 0.380 -1.346  0.121
H 5.045 -1.133 -2.134  0.104
O -4.258 4.888 -0.449  0.075
C -4.805 3.929 -0.100  -0.196
Co -5.579 2.449 0.417  0.016
C -4.861 2.341 2.018  -0.195
O -4.358 2.303 3.061  0.067
C -7.282 2.908 0.493  -0.205
O -8.386 3.253 0.534  0.050
C -4.705 1.240 -0.944  -0.267
C -3.449 0.676 -0.741  -0.387
C -2.135 0.783 -0.999  -0.045
Co -4.769 -0.239 0.068  0.026
C -3.938 -0.630 1.598  -0.128
O -3.509 -1.028 2.595  0.111
C -4.597 -1.882 -0.640  -0.112
O -4.529 -2.965 -1.035  0.099
C -6.501 -0.248 0.676  -0.135
O -7.593 -0.429 1.011  0.087
H -5.122 1.477 -1.935  0.068
H -1.502 -0.098 -0.942  0.002
H -1.649 1.735 -1.229  0.047

E_tot   -109425.9964 eV
Total charge   -1
Energy relative to the best compared isomer or geometry (same formula, charge and spin)   0.0 kJ/mol
Lowest unoccupied orbital energy   2.15 eV
2S+1   1
HOMO-LUMO gap   6.016 eV
Maximum force   4.9 eV/A

***

2.
DFT (ωB97M-V/def2-TZVPD) results for a gas-phase ion, C18H15F3N (charge +1) in a non-equilibrium geometry.

Last column: Löwdin charge in e.
Element x y z (Å)
C 2.955 1.054 -1.309  0.006
N 1.904 1.598 -0.476  -0.091
C 1.990 2.781 0.140  0.052
C 0.700 3.179 0.560  0.011
C -0.178 2.198 0.165  0.061
C 0.538 1.051 -0.457  -0.151
C 0.195 -0.440 0.161  -0.110
C -0.177 -1.541 -0.868  -0.169
C 0.832 -2.347 -1.414  -0.048
C 0.636 -2.977 -2.643  -0.051
C -0.604 -2.919 -3.298  0.011
C -1.646 -2.283 -2.627  -0.220
F -2.895 -2.269 -3.213  0.050
C -1.486 -1.658 -1.381  0.050
C -0.653 -0.335 1.411  -0.185
C -2.056 -0.267 1.372  0.035
C -2.704 0.364 2.442  -0.213
F -4.048 0.669 2.337  0.054
C -2.041 0.744 3.609  0.082
C -0.680 0.416 3.689  -0.217
F 0.028 0.727 4.832  0.053
C 0.007 -0.195 2.647  0.044
H 2.585 0.226 -1.921  0.100
H 3.382 1.835 -1.967  0.117
H 3.763 0.679 -0.668  0.110
H 2.951 3.314 0.194  0.169
H 0.484 4.077 1.139  0.131
H -1.263 2.178 0.269  0.140
H 0.229 0.718 -1.494  0.201
H 1.269 -0.447 0.381  0.131
H 1.809 -2.365 -0.939  0.115
H 1.463 -3.509 -3.109  0.116
H -0.788 -3.422 -4.252  0.132
H -2.356 -1.133 -0.976  0.104
H -2.667 -0.507 0.504  0.102
H -2.557 1.199 4.455  0.143
H 1.078 -0.395 2.705  0.135

E_tot   -28543.0636 eV
Total charge   +1
SMILES   C[N+]1=CC=C[C@@H]1[C@H](c1cccc(F)c1)c1cc(F)cc(F)c1
Lowest unoccupied orbital energy   -5.17 eV
2S+1   1
HOMO-LUMO gap   7.261 eV
Maximum force   2.6 eV/A

***

3.
DFT (ωB97M-V/def2-TZVPD) results for a single C18H15N3O molecule in a non-equilibrium geometry.

Last column: Löwdin charge in e.
Element x y z (Å)
C -3.284 1.535 -1.841  0.009
C -1.942 1.813 -2.136  -0.108
C -0.818 2.485 -1.266  -0.145
N 0.438 2.577 -2.069  0.061
C 1.391 1.565 -1.762  -0.185
O 0.962 0.390 -1.123  0.121
C 2.211 -0.159 -0.969  -0.306
C 2.069 -1.488 -0.346  -0.065
C 1.320 -1.511 1.006  -0.150
C 2.142 -1.363 2.158  0.000
C 1.563 -1.284 3.522  -0.030
C 0.168 -1.386 3.554  -0.063
C -0.653 -1.568 2.445  -0.162
C -2.093 -1.621 2.602  0.028
C -2.921 -1.798 1.408  -0.068
C -2.309 -1.769 0.171  -0.082
C -0.871 -1.774 -0.002  0.011
C -0.059 -1.672 1.149  -0.154
N 3.275 0.479 -1.461  0.182
C 2.740 1.583 -2.079  -0.254
C 3.513 2.629 -2.637  -0.164
N 3.887 3.584 -3.168  0.147
H -3.930 1.095 -2.611  0.052
H -3.716 1.809 -0.909  0.033
H -1.729 1.542 -3.125  0.060
H -1.019 3.508 -0.990  0.113
H -0.702 1.924 -0.367  0.102
H 0.834 3.441 -2.389  0.126
H 1.644 -2.143 -1.084  0.115
H 3.043 -1.919 -0.125  0.124
H 3.221 -1.201 2.213  0.106
H 2.129 -0.967 4.434  0.112
H -0.429 -1.170 4.372  0.085
H -2.578 -1.728 3.458  0.050
H -3.995 -1.919 1.593  0.103
H -3.045 -1.826 -0.592  0.083
H -0.455 -1.691 -1.033  0.114

E_tot   -25423.6088 eV
Energy relative to the best compared isomer or geometry (same formula, charge and spin)   371.3 kJ/mol
SMILES   C=CCNc1oc(Cc2cccc3ccccc23)nc1C#N
Lowest unoccupied orbital energy   -0.01 eV
2S+1   1
HOMO-LUMO gap   8.090 eV
Maximum force   7.2 eV/A